90
Properties=species:S:1:pos:R:3:forces:R:3:lowdin_charge:R:1 method="wB97M-V/def2-TZVPD" spin_multiplicity=5 e_above_lowest_ev=0.796 total_charge=+2 gap_ev="7.016 / 4.137"
Ru 0.16889 2.02241 0.67139 -0.63 0.46 0.07 1.293
Se 2.61635 3.44202 1.29752 -0.04 -0.01 -0.03 0.981
Se 1.52676 0.69541 3.66476 -0.07 0.10 -0.24 1.281
C -0.25955 1.35493 3.57255 0.06 -0.20 -0.10 -0.545
C -0.88172 1.49236 4.80584 -0.02 -0.02 0.05 -0.087
C -2.22773 1.79698 4.85013 0.05 0.01 0.00 -0.008
C -2.92508 1.93672 3.65288 -0.01 -0.03 0.04 -0.021
C -2.23908 1.82626 2.46939 -0.01 -0.03 0.05 -0.109
N -0.90692 1.56819 2.41589 -0.22 0.16 -0.04 -0.097
C 2.53373 3.02329 -0.54152 0.15 0.05 -0.11 -0.693
C 3.57200 3.26499 -1.42508 0.03 0.04 0.08 -0.058
C 3.41294 2.89555 -2.75742 -0.13 -0.06 -0.07 0.005
C 2.21441 2.32715 -3.16095 0.17 0.08 -0.03 0.012
C 1.20638 2.13118 -2.22809 -0.12 -0.05 0.06 -0.080
N 1.37087 2.45654 -0.94211 0.32 -0.09 -0.36 -0.149
H -0.30790 1.33785 5.71201 -0.07 -0.03 0.03 0.120
H -2.73252 1.90743 5.80174 0.02 -0.02 -0.03 0.132
H -3.98750 2.13504 3.63903 0.03 0.01 -0.01 0.126
H -2.73327 1.95105 1.51862 0.04 0.03 -0.06 0.088
H 4.48391 3.72268 -1.06460 -0.03 0.00 -0.03 0.121
H 4.21190 3.05720 -3.46972 -0.01 0.00 0.03 0.134
H 2.04932 2.03196 -4.18840 0.00 0.01 0.04 0.132
H 0.25422 1.69729 -2.50127 -0.03 -0.03 0.06 0.102
O 3.44210 -0.52349 2.50438 -0.15 0.14 -0.10 0.061
C 2.79319 -0.17583 1.55645 0.47 -0.31 -0.11 -0.608
O 1.66080 0.56337 1.79134 -0.27 -0.05 0.36 -0.513
C 3.13790 -0.46167 0.12220 -0.27 -0.21 0.04 -0.151
C 3.32672 -1.97601 -0.09023 -0.24 0.14 0.22 -0.230
Ge 1.68523 -3.10272 -0.07415 0.03 -0.13 0.05 1.033
C 0.67552 -2.63351 -1.68715 0.13 -0.17 0.07 -0.261
C -0.05981 -1.45679 -1.81740 0.00 0.06 -0.16 -0.140
C -0.73692 -1.16268 -2.99638 0.07 0.01 0.11 -0.098
C -0.67448 -2.03983 -4.07031 -0.03 0.03 -0.04 -0.074
C 0.06361 -3.20996 -3.96130 0.02 -0.02 0.00 -0.063
C 0.72742 -3.50506 -2.77782 -0.02 0.05 0.05 -0.086
C 2.29856 -4.95357 -0.13911 -0.02 0.36 -0.09 -0.293
C 3.65365 -5.24352 -0.29657 -0.08 -0.16 -0.01 -0.106
C 4.08396 -6.56261 -0.38666 0.00 0.08 0.01 -0.073
C 3.16172 -7.59644 -0.31935 0.05 -0.02 0.03 -0.071
C 1.81041 -7.31668 -0.16589 -0.06 0.02 0.02 -0.072
C 1.37985 -6.00057 -0.07403 0.05 -0.03 0.01 -0.107
C 0.59995 -2.82131 1.54442 0.21 0.18 -0.21 -0.268
C 1.15927 -3.15011 2.78160 -0.05 0.01 0.01 -0.106
C 0.42568 -3.01168 3.95256 0.06 -0.02 0.00 -0.084
C -0.87960 -2.53977 3.90133 -0.01 0.04 0.02 -0.091
C -1.44890 -2.21274 2.67831 -0.01 0.05 -0.06 -0.091
C -0.71342 -2.35159 1.50448 -0.01 -0.05 0.11 -0.107
H 4.08906 0.04504 -0.06257 -0.04 0.12 -0.02 0.135
H 2.37608 -0.05359 -0.54273 -0.01 0.02 -0.06 0.086
H 4.02183 -2.33610 0.66881 0.06 -0.06 -0.07 0.079
H 3.77633 -2.12867 -1.07139 0.08 -0.02 0.01 0.084
H -0.12908 -0.75786 -0.98971 -0.05 0.05 0.11 0.062
H -1.33228 -0.25922 -3.06076 0.00 0.03 -0.02 0.076
H -1.20842 -1.81687 -4.98639 0.02 -0.01 0.03 0.110
H 0.11811 -3.89910 -4.79483 -0.02 0.02 0.02 0.113
H 1.28925 -4.42906 -2.69325 -0.03 0.01 -0.04 0.102
H 4.38763 -4.44806 -0.34720 0.00 -0.01 -0.02 0.088
H 5.13791 -6.77764 -0.51087 -0.03 -0.02 0.02 0.109
H 3.49871 -8.62383 -0.37374 -0.02 0.02 -0.04 0.111
H 1.09200 -8.12515 -0.11612 0.02 0.01 0.01 0.110
H 0.32289 -5.79106 0.05560 0.01 -0.02 -0.02 0.107
H 2.16736 -3.55072 2.83078 -0.02 0.04 0.02 0.114
H 0.86575 -3.29302 4.90148 -0.01 0.01 -0.02 0.113
H -1.46093 -2.45433 4.81169 0.01 -0.01 -0.02 0.108
H -2.47998 -1.88123 2.63005 0.01 -0.01 0.01 0.104
H -1.19255 -2.14378 0.55482 0.02 0.04 -0.01 0.089
N -0.42279 6.51670 0.70605 0.00 0.00 0.07 0.092
C -0.83028 6.30397 1.99958 0.02 -0.07 -0.01 -0.046
C -0.77723 4.95761 2.18468 -0.03 -0.02 -0.02 -0.123
N -0.35227 4.35717 1.01853 0.27 -0.16 0.12 -0.068
C -0.13917 5.32601 0.14935 -0.17 -0.02 0.04 -0.188
H -0.35596 7.41408 0.25385 0.00 0.01 -0.05 0.172
H -1.11519 7.10384 2.66157 0.01 -0.01 -0.06 0.131
H -1.03297 4.39024 3.06546 0.05 0.03 -0.05 0.103
H 0.17431 5.19667 -0.87483 -0.01 0.05 0.05 0.135
C -5.37230 2.92976 -1.02504 0.14 -0.08 -0.03 -0.180
Si -4.02347 2.27181 -2.13948 -0.17 0.21 -0.05 0.439
C -4.42377 0.55360 -2.73760 0.11 0.02 -0.03 -0.169
C -3.62256 3.49021 -3.50058 -0.05 -0.17 0.01 -0.180
C -2.45185 2.17107 -1.12687 -0.02 -0.09 -0.09 -0.149
C -1.42616 2.10660 -0.46417 0.57 -0.38 0.45 -0.271
H -6.28053 3.09447 -1.61017 0.01 0.00 0.04 0.043
H -5.08796 3.88062 -0.56841 -0.03 -0.03 -0.02 0.033
H -5.61219 2.21776 -0.23101 0.00 0.05 -0.03 0.033
H -5.33060 0.57006 -3.34754 0.03 0.02 0.03 0.046
H -4.59965 -0.12169 -1.89702 0.01 0.03 -0.03 0.042
H -3.61984 0.13238 -3.34585 -0.07 0.02 0.02 0.017
H -4.48480 3.62730 -4.15844 0.06 0.01 0.02 0.043
H -2.78501 3.14083 -4.10958 -0.05 0.03 0.00 0.031
H -3.36029 4.46343 -3.07944 -0.02 -0.02 -0.02 0.033

---

84
Properties=species:S:1:pos:R:3:forces:R:3:lowdin_charge:R:1 method="wB97M-V/def2-TZVPD" spin_multiplicity=1 e_above_lowest_ev=1.805 total_charge=+1 gap_ev=7.285
Hf -0.86517 1.53706 0.73525 -0.78 -0.42 -0.76 1.598
C 2.00677 -3.77712 -1.18085 0.42 1.66 0.09 -0.048
C 0.77234 -4.28104 -0.46927 -0.76 -2.01 -0.79 -0.492
C 0.95302 -5.83912 -0.23291 1.06 2.23 0.20 -0.040
C -0.47505 -4.22998 -1.45879 0.74 -0.42 1.50 -0.021
C 0.49308 -3.54065 0.81811 -0.30 0.21 -0.65 -0.153
C 0.44318 -4.18757 2.03614 1.07 -0.85 0.75 -0.014
C 0.23892 -3.56533 3.24504 -0.57 -1.31 0.90 -0.042
C -0.20505 -2.27069 3.16263 0.13 -0.06 1.40 -0.480
S -0.83998 -1.28583 4.41755 0.06 0.34 0.95 1.195
C -1.01904 0.04102 3.35890 -0.52 -0.35 -0.08 -0.517
N -0.70502 -0.26535 2.10226 0.32 0.04 0.03 -0.035
C -0.20812 -1.61124 1.97974 -0.64 2.65 -1.17 -0.267
C 0.19896 -2.19644 0.79671 -0.46 -0.88 1.09 0.027
C -1.63005 1.32730 3.75962 0.19 1.97 -1.31 -0.234
C -1.91893 1.74020 5.08141 0.23 -1.52 -1.46 -0.060
C -2.61353 2.88960 5.35825 -0.51 1.52 0.31 -0.049
C -2.88758 3.80590 4.29049 0.60 -1.38 1.38 -0.038
C -2.41840 3.46723 3.03221 -0.70 1.45 -0.68 -0.200
C -1.82563 2.28433 2.67515 0.63 -2.32 0.73 -0.229
H 2.14601 -4.26576 -2.10451 -0.09 -0.91 -1.22 0.066
H 2.95993 -3.92757 -0.66747 -0.26 0.06 0.46 0.097
H 1.94534 -2.70827 -1.48592 -0.07 -0.37 0.48 0.088
H 1.25083 -6.24320 -1.20159 -0.13 -0.39 0.36 0.090
H 0.01377 -6.17106 0.12540 -0.89 -0.94 0.12 0.071
H 1.70558 -6.00627 0.55484 -0.03 -0.25 -0.60 0.087
H -0.33913 -4.91501 -2.29611 -0.06 -0.05 0.16 0.093
H -0.59159 -3.25997 -1.82891 0.10 1.69 -0.89 0.009
H -1.42316 -4.39303 -0.93509 0.24 -0.56 0.04 0.096
H 0.69725 -5.22341 2.05070 0.04 -0.49 0.17 0.099
H 0.29042 -4.13079 4.21396 -0.09 0.68 -1.16 0.144
H 0.10615 -1.71084 -0.11438 -0.01 1.08 -1.61 0.084
H -1.60358 1.05929 5.83692 -0.08 -0.26 0.90 0.090
H -2.88608 3.07078 6.43688 0.25 0.10 -1.45 0.132
H -3.37397 4.76406 4.43841 -0.03 -0.22 0.18 0.110
H -2.55562 4.21254 2.24554 -0.06 -0.10 0.26 0.033
I -0.36983 4.74342 0.31455 0.43 -0.34 0.39 1.093
C 1.65663 4.41200 0.99808 -1.37 -0.65 -0.55 -0.510
C 2.40155 5.49936 1.29020 -0.03 -1.62 -0.51 -0.135
C 3.76526 5.26522 1.46324 0.04 2.55 0.60 -0.086
C 4.30327 4.05982 1.33017 1.62 -1.91 -0.97 -0.029
C 3.53118 2.90625 0.98768 -0.10 0.20 -0.28 -0.149
C 4.12970 1.65706 0.62544 0.35 -0.63 0.72 -0.005
C 3.33694 0.56182 0.36286 -1.30 2.42 0.06 -0.026
C 1.91252 0.76929 0.36832 0.88 -0.09 -0.25 -0.131
C 1.26033 1.95783 0.59205 1.34 0.27 0.26 -0.306
C 2.12025 3.06282 0.86880 0.12 0.69 0.48 -0.259
H 2.04657 6.47801 1.20929 -0.66 1.28 0.19 0.088
H 4.33344 6.18702 1.63068 0.29 -0.67 0.02 0.127
H 5.39627 3.97581 1.27670 -0.43 -0.12 0.37 0.130
H 5.23413 1.54672 0.64684 -0.85 0.25 -0.07 0.131
H 3.69797 -0.36848 0.03459 0.63 -1.03 -0.14 0.092
H 1.34682 -0.07806 0.04979 -0.46 -0.71 -0.09 0.056
C 2.24100 2.61488 -2.84733 -0.36 0.51 -0.14 -0.019
C 1.13874 1.58745 -2.91739 0.11 2.18 0.61 -0.271
C 1.33658 0.51832 -3.69446 0.57 -1.32 -0.44 -0.022
C 0.45197 -0.55934 -3.63807 0.59 -0.50 -1.69 -0.236
C 0.53276 -1.75017 -4.63661 -1.46 0.08 1.67 -0.013
C -0.60069 -0.44371 -2.78816 -1.80 -2.00 1.01 -0.037
C -0.89578 0.69741 -1.98461 0.41 0.06 -0.47 -0.314
C -0.05584 1.79635 -2.19295 0.84 -0.61 0.35 -0.041
N -1.86784 0.74915 -0.95617 0.10 0.81 0.46 -0.120
C -3.19941 0.11612 -1.17056 1.40 -2.71 -0.28 -0.629
C -4.18787 0.66200 -0.23696 -0.35 2.31 1.28 -0.077
C -3.68019 0.23507 -2.58866 -0.39 -1.88 -0.75 -0.028
C -3.05380 -1.41041 -0.75438 -0.34 -0.06 1.10 -0.028
H 3.20788 2.29059 -3.21240 -0.06 -0.39 -0.43 0.084
H 2.43441 2.85049 -1.81898 -0.06 0.38 0.72 0.053
H 1.97922 3.53795 -3.37163 -0.01 0.01 0.08 0.095
H 2.24524 0.56174 -4.26912 0.12 -0.62 -0.39 0.122
H 1.32673 -1.66783 -5.35185 0.47 -0.09 -0.12 0.070
H -0.42503 -1.73543 -5.14841 -0.04 0.26 -0.58 0.077
H 0.44206 -2.75641 -4.15572 0.80 0.79 -0.07 0.077
H -1.23881 -1.38071 -2.76359 0.54 1.54 0.20 0.115
H -0.13439 2.78176 -1.72935 -0.53 -0.37 0.01 0.027
H -4.32069 1.76472 -0.37751 0.02 -0.74 0.01 0.109
H -3.89472 0.52062 0.80736 0.13 -0.04 0.11 0.075
H -5.14339 0.19578 -0.33600 -0.67 -0.33 -0.23 0.089
H -4.13201 1.14866 -2.78049 -0.71 2.04 -0.26 0.064
H -4.45059 -0.51505 -2.88283 0.42 0.27 0.70 0.115
H -2.91319 0.08924 -3.32444 0.52 0.04 -0.23 0.066
H -2.69570 -1.37679 0.31313 -0.09 -0.23 -0.92 0.072
H -2.33089 -2.02007 -1.34014 -0.75 0.55 0.36 0.048
H -4.05563 -1.93202 -0.67729 1.03 0.57 -0.50 0.106